No. 1
{"formula": "C7H8N4", "method": "the ωB97M-V functional and the def2-TZVPD basis", "e_above_lowest_kj_mol": 457.69, "spin_multiplicity": 1, "largest_force_ha_per_bohr": 0.084, "homo_ev": -8.7, "orbital_gap_ev": 8.08, "species": ["N", "N", "N", "N", "C", "C", "C", "C", "C", "C", "C", "H", "H", "H", "H", "H", "H", "H", "H"], "xyz": [[1.564342, 1.930993, 0.876506], [-1.408742, 2.037716, 1.884473], [1.648416, 0.947883, 1.630449], [-1.594407, -1.316989, 1.471121], [-0.851333, -0.190250, -0.650290], [0.999931, -0.102608, 1.108749], [-1.558104, -1.256481, 0.204329], [-0.825728, -0.446225, 2.217804], [0.607232, 0.121955, -0.302117], [-1.104867, 0.960157, 2.088585], [0.948261, 1.607994, -0.402878], [-0.597229, -0.887133, 3.145814], [1.182744, -1.063841, 1.500205], [1.204527, -0.547517, -0.940384], [-2.223009, -1.926879, -0.344389], [-1.340268, 0.708567, -0.622311], [1.782160, 1.799707, -1.021688], [-0.800369, -0.514432, -1.629427], [0.276716, 2.406398, -0.798839]], "atomic_forces_ev_per_a": [[0.052, 1.398, 0.642], [-0.215, 1.832, -0.351], [0.830, 1.751, 1.115], [0.063, -0.717, -0.755], [0.928, -2.489, 1.997], [-3.132, -2.883, 0.577], [-0.449, 1.273, -1.037], [1.612, 1.913, -1.936], [-0.291, -0.123, -0.087], [-0.382, -2.199, 0.886], [0.288, 0.373, -0.377], [0.595, 0.251, 1.240], [1.015, -0.958, -0.040], [0.139, 0.539, 0.132], [0.249, -0.133, 0.138], [-1.723, 2.088, 0.278], [1.200, -0.231, -1.213], [-0.506, -0.736, -2.134], [-0.273, -0.951, 0.926]], "lowdin_charge": [0.045, 0.187, 0.017, 0.052, -0.108, -0.168, -0.095, -0.151, -0.258, -0.248, -0.159, 0.107, 0.108, 0.152, 0.113, 0.082, 0.098, 0.088, 0.139]}



No. 2
{"formula": "C7H8N4O2", "method": "the ωB97M-V functional and the def2-TZVPD basis", "e_above_lowest_kj_mol": 792.54, "spin_multiplicity": 1, "largest_force_ha_per_bohr": 0.077, "homo_ev": [-7.8, -8.2], "orbital_gap_ev": [5.45, 6.38], "species": ["O", "O", "N", "N", "N", "N", "C", "C", "C", "C", "C", "C", "C", "H", "H", "H", "H", "H", "H", "H", "H"], "xyz": [[1.589040, -0.813147, -1.971972], [-2.904786, 0.385338, 0.699119], [-1.831013, -0.071009, 0.370441], [-1.653194, -0.704151, -2.159899], [0.559762, -0.445498, -1.356155], [-0.715162, 1.507971, -2.038664], [1.762899, -0.706319, 0.653670], [-0.410706, 0.031155, 2.229912], [-0.614965, -0.098428, 0.806398], [-0.532583, 0.100229, -2.254238], [0.526471, -0.446033, -0.017067], [1.903979, -0.573884, 1.993854], [0.793585, -0.202510, 2.794287], [2.862563, -0.739756, 2.459815], [-2.501408, -0.180353, -2.347433], [0.136854, 2.039935, -2.162399], [-1.281484, 0.285553, 2.816740], [-0.071662, -0.019657, -3.257866], [2.595024, -0.976068, 0.020498], [-1.134740, 1.714604, -1.138663], [0.921528, -0.087973, 3.859623]], "atomic_forces_ev_per_a": [[0.108, -0.174, -0.087], [1.367, -0.053, 0.294], [-2.675, -0.870, -2.822], [-0.177, -0.425, 2.093], [0.037, -0.051, -0.673], [-0.120, 0.105, 0.030], [0.110, 0.018, -0.209], [-0.175, 0.163, -0.063], [1.690, 0.152, 0.834], [0.029, 0.761, -0.801], [-0.120, -0.064, 0.874], [-0.124, -0.032, -0.167], [-0.126, 0.141, 0.113], [0.088, -0.074, -0.003], [-0.005, 0.328, 0.054], [-0.008, -0.007, -0.007], [-0.007, 0.035, 0.049], [0.138, 0.065, 0.407], [-0.009, 0.006, 0.063], [0.034, 0.008, -0.087], [-0.055, -0.033, 0.108]], "lowdin_charge": [0.008, 0.063, -0.014, 0.148, -0.140, 0.085, 0.006, -0.001, -0.188, -0.519, -0.111, -0.059, -0.072, 0.109, 0.045, 0.085, 0.117, 0.151, 0.115, 0.063, 0.109]}



No. 3
{"formula": "C7H8N4S", "method": "the ωB97M-V functional and the def2-TZVPD basis", "e_above_lowest_kj_mol": 239.69, "spin_multiplicity": 1, "smiles": "[H]/N=c1/sc(N)c(C#N)n1CC=C", "largest_force_ha_per_bohr": 0.108, "homo_ev": -7.6, "orbital_gap_ev": 7.94, "species": ["S", "N", "N", "N", "N", "C", "C", "C", "C", "C", "C", "C", "H", "H", "H", "H", "H", "H", "H", "H"], "xyz": [[-1.069195, -2.185079, 1.487611], [-2.174561, 2.253658, -0.589863], [-3.221084, -0.971209, 0.581990], [0.286515, -0.138697, 0.407828], [1.580842, -1.878887, 0.960692], [1.327711, 0.935146, 0.388692], [-1.875951, -0.856526, 0.738691], [0.405025, -1.382097, 0.981284], [-1.060714, 0.111536, 0.224420], [1.562831, 0.437332, -2.084156], [2.132774, 0.989093, -0.934773], [-1.728782, 1.248240, -0.291243], [1.924019, 0.723002, 1.333467], [3.129277, 1.409013, -0.846739], [1.020517, 1.912904, 0.545540], [-3.666163, -1.531967, 1.400355], [2.184203, 0.337697, -3.014459], [2.369447, -1.396202, 0.600799], [0.555521, 0.096542, -2.186380], [-3.682230, -0.113499, 0.296244]], "atomic_forces_ev_per_a": [[0.830, 0.375, -0.150], [-1.035, 1.401, -0.704], [-1.665, -1.324, 1.935], [-1.420, 2.423, -0.271], [-1.489, -2.766, 2.154], [1.610, -2.975, 0.325], [0.048, 0.478, -0.703], [5.403, 0.295, -1.339], [-2.631, -0.443, 0.592], [3.379, 1.672, 1.351], [-2.474, -2.445, -1.452], [1.953, -0.853, 0.600], [-0.036, 0.106, -1.427], [-0.042, -0.139, -0.413], [-1.811, 1.681, 0.446], [0.653, 1.737, -2.171], [-0.691, 0.415, 1.002], [0.068, 0.923, -0.530], [-0.408, -0.305, 0.456], [-0.241, -0.259, 0.301]], "lowdin_charge": [1.110, 0.166, 0.050, -0.081, 0.088, -0.130, -0.629, -0.693, -0.279, 0.030, -0.111, -0.195, 0.143, 0.087, 0.088, 0.138, 0.065, 0.023, 0.040, 0.091]}